DFT (ωB97M-V/def2-TZVPD) results for a 2-piece molecular cluster, C5H13NO overall.

Bonds (Å) are listed after each position.
Positions of all 20 atoms, in Å:
1 C -0.212 1.210 1.256  C2 1.524, H7 1.093, H8 1.093, H9 1.096
2 C -1.165 0.265 0.533  C1 1.524, C5 1.521, H10 1.102, H11 1.099
3 N -1.374 -2.654 -0.570  C4 1.454, H12 1.017, H13 1.016
4 C -1.071 -1.472 -1.362  N3 1.454, C5 1.426, C6 1.500
5 C -0.558 -0.292 -0.746  C2 1.521, C4 1.426, H14 1.102
6 C -1.410 -1.606 -2.817  C4 1.500, H15 1.109, H16 1.109, H17 1.092
7 H -0.552 1.493 2.255  C1 1.093
8 H 0.741 0.680 1.310  C1 1.093
9 H -0.029 2.113 0.663  C1 1.096
10 H -2.109 0.782 0.303  C2 1.102
11 H -1.405 -0.567 1.210  C2 1.099
12 H -1.449 -3.496 -1.135  N3 1.017
13 H -0.658 -2.771 0.140  N3 1.016
14 H 0.483 -0.015 -0.979  C5 1.102
15 H -0.537 -1.706 -3.493  C6 1.109
16 H -2.012 -2.526 -2.962  C6 1.109
17 H -2.031 -0.793 -3.201  C6 1.092
18 H 5.766 3.799 2.766  O20 0.960
19 H 4.347 3.655 3.271  O20 0.965
20 O 5.234 3.903 3.558  H18 0.960, H19 0.965

The value obtained for the largest force on an atom is 0.01586 Eh/bohr. The HOMO energy (spin up / spin down) is 0.42 / -1.00 eV. As for the multiplicity: 2. For the LUMO energy (spin up / spin down), the calculation gives 2.8 / 2.8 eV. The relative energy (zero: lowest compared OMol25 entry of this formula, charge and spin) is 55.2 kcal per mole. The calculation puts the frontier orbital gap (spin up / spin down) at 2.43 / 3.81 eV. Its net charge is -1.

DFT (ωB97M-V/def2-TZVPD) results for one molecule with the formula C2H5N3O2.

Bonds (Å) are listed after each position.
Positions of all 12 atoms, in Å:
1 O 0.901 1.001 -1.514  C2 1.212
2 C 0.378 1.516 -0.550  O1 1.212, N3 1.373, H8 1.092
3 N 0.441 0.887 0.669  C2 1.373, N4 1.363, H9 1.119
4 N 0.988 -0.360 0.616  N3 1.363, C5 1.396, H10 1.048
5 C 0.217 -1.356 0.014  N4 1.396, N6 1.294, H11 1.151
6 N -1.066 -1.418 -0.141  C5 1.294, O7 1.458
7 O -1.631 -0.392 0.726  N6 1.458, H12 1.043
8 H -0.332 2.345 -0.563  C2 1.092
9 H 0.107 1.366 1.624  N3 1.119
10 H 1.989 -0.437 0.316  N4 1.048
11 H 0.587 -2.199 -0.677  C5 1.151
12 H -2.630 -0.674 0.817  O7 1.043

The value obtained for the largest force on an atom is 0.07600 Eh/bohr. The HOMO energy is -9.10 eV. As for the multiplicity: 1. For the LUMO energy, the calculation gives 0.7 eV. The relative energy (zero: lowest compared OMol25 entry of this formula, charge and spin) is 115.7 kcal per mole. The calculation puts the frontier orbital gap at 9.83 eV. Its net charge is 0.

| no. | E (eV) |
| --- | --- |
| 1 | -8930.368 |
| 2 | -10716.791 |